134
Properties=species:S:1:pos:R:3:forces:R:3 method="wB97M-V/def2-TZVPD" e_lumo_ev=0.16 largest_force_ha_per_bohr=0.099 total_energy_ev=-100258.8380 relative_energy_kcal_mol=0.0 smiles="C[C@H]1COC(=O)O1.C[C@H]1COC(=O)O1.C[C@H]1COC(=O)O1.C[C@H]1COC(=O)O1.C[C@H]1COC(=O)O1.C[C@H]1COC(=O)O1.C[C@H]1COC(=O)O1.C[C@H]1COC(=O)O1.c1cc[nH]c1.c1cc[nH]c1.c1cc[nH]c1"
C -0.488 -4.244 6.448 -0.45 0.59 0.03
C 0.126 -4.093 5.076 -2.58 -0.50 0.08
C -0.512 -3.117 4.099 -2.92 0.30 2.03
O 0.492 -2.269 3.665 2.00 0.24 -1.24
C 1.637 -2.651 4.260 2.89 0.85 -0.65
O 2.777 -2.231 4.044 -2.81 -0.33 0.08
O 1.405 -3.595 5.153 2.01 -0.90 0.38
H -1.563 -4.368 6.320 -0.07 -0.23 -0.04
H -0.373 -3.351 7.063 0.30 -0.05 0.11
H -0.088 -5.145 6.911 0.03 0.22 0.23
H -0.084 -5.080 4.665 1.57 -0.44 -0.52
H -1.174 -2.480 4.685 -0.39 0.05 -0.12
H -1.152 -3.616 3.370 0.69 0.33 -0.59
C 5.017 -3.685 1.181 0.52 -0.48 1.16
C 3.960 -3.510 0.129 2.01 -0.14 0.68
C 3.177 -2.242 0.377 -0.31 0.84 -0.14
O 3.400 -1.474 -0.845 -1.43 0.04 1.23
C 4.371 -2.024 -1.548 1.48 1.26 -2.46
O 4.871 -1.468 -2.520 -0.79 -1.42 1.97
O 4.745 -3.200 -1.034 -0.43 -0.18 -1.02
H 5.667 -4.541 1.001 -0.32 -0.26 -0.13
H 4.552 -3.800 2.159 0.07 -0.01 0.17
H 5.722 -2.854 1.217 -0.33 0.38 -0.05
H 3.486 -4.487 0.026 -0.69 0.45 -0.49
H 3.588 -1.647 1.193 0.36 -0.13 0.01
H 2.128 -2.334 0.658 -0.16 -0.20 -0.80
C -1.168 0.917 3.984 0.81 0.54 0.73
C -0.059 0.530 5.023 -0.49 1.54 -1.64
C 0.569 1.671 5.877 -1.05 0.36 -1.57
O 0.735 1.086 7.133 -0.45 -1.63 0.94
C 0.076 -0.109 7.122 0.52 -2.42 1.79
O 0.164 -1.007 7.937 0.01 2.16 -0.61
O -0.657 -0.291 6.014 0.46 0.34 -0.16
H -1.721 0.055 3.610 0.30 -0.10 0.04
H -0.781 1.498 3.147 0.42 -0.39 -0.17
H -1.890 1.614 4.411 -0.13 -0.17 0.50
H 0.792 0.054 4.534 -0.32 -0.58 -0.08
H -0.158 2.482 5.931 0.19 0.35 0.20
H 1.539 2.004 5.510 -0.18 0.01 -0.10
C 4.229 1.933 -4.431 1.18 0.10 -0.65
C 3.202 1.209 -3.581 1.25 1.54 -0.22
C 1.926 1.984 -3.528 -1.62 -0.69 -0.64
O 0.966 1.050 -4.086 -0.92 -0.14 -0.30
C 1.529 -0.128 -4.406 -0.50 -0.56 0.64
O 0.905 -1.133 -4.715 1.67 2.10 0.20
O 2.868 0.020 -4.240 -0.36 -2.16 -0.34
H 3.967 2.006 -5.487 -0.48 -0.46 -0.06
H 5.191 1.422 -4.400 -0.04 -0.19 0.04
H 4.461 2.976 -4.214 -0.37 0.03 0.84
H 3.619 1.066 -2.584 -0.07 -0.69 -0.05
H 1.969 2.822 -4.223 -0.31 0.33 0.57
H 1.509 2.166 -2.538 0.52 0.70 -0.17
C 0.476 3.777 0.672 0.46 -0.24 0.10
C 0.702 4.576 1.944 -0.19 0.38 -1.49
C 2.136 4.956 2.223 0.87 -0.86 1.00
O 2.080 6.324 2.623 1.73 -0.32 0.59
C 0.920 6.843 2.298 -1.17 1.36 -0.61
O 0.579 7.987 2.417 0.49 -0.66 0.17
O 0.167 5.907 1.728 -1.60 -1.05 0.01
H 1.074 4.196 -0.137 -0.20 0.13 -0.15
H -0.573 3.709 0.386 0.02 0.23 0.08
H 0.816 2.752 0.818 0.07 -0.08 0.15
H 0.214 4.033 2.754 -0.11 0.56 0.39
H 2.833 4.794 1.401 -0.26 0.42 -0.41
H 2.567 4.388 3.048 -0.12 0.03 0.18
C -1.410 -1.007 -7.392 -0.90 0.25 -0.03
C -2.647 -0.725 -6.527 -0.54 0.60 0.67
C -2.312 -0.163 -5.114 -0.11 -0.62 -1.26
O -3.182 0.954 -4.970 -1.15 1.04 -0.40
C -3.937 1.185 -6.115 0.35 0.49 0.17
O -4.795 2.019 -6.315 1.67 -1.39 1.03
O -3.501 0.342 -7.056 0.32 -0.67 -0.92
H -0.724 -1.682 -6.879 -0.11 0.02 0.12
H -0.881 -0.079 -7.607 0.00 0.08 0.18
H -1.691 -1.438 -8.353 -0.05 -0.08 0.06
H -3.344 -1.556 -6.426 0.36 -0.39 -0.26
H -1.251 0.074 -5.190 -0.10 0.62 0.83
H -2.540 -0.855 -4.304 0.32 0.04 -0.10
C -7.468 -2.959 -5.444 0.55 0.46 0.25
C -6.566 -3.065 -4.224 -1.12 0.00 0.20
C -5.087 -3.231 -4.472 -0.17 -1.13 -0.92
O -4.473 -2.300 -3.604 2.46 -1.32 -0.84
C -5.338 -1.524 -3.046 -1.49 4.03 2.76
O -5.111 -0.574 -2.284 -0.28 -2.88 -2.12
O -6.581 -1.858 -3.433 -0.82 -0.29 -0.03
H -7.481 -3.931 -5.937 0.27 0.15 -0.36
H -7.066 -2.145 -6.047 -0.23 -0.21 -0.51
H -8.511 -2.744 -5.209 0.16 0.13 0.35
H -6.972 -3.909 -3.666 0.20 0.19 0.70
H -4.838 -3.081 -5.523 0.20 0.68 0.01
H -4.765 -4.256 -4.288 0.23 0.17 0.53
C 6.840 1.411 1.724 -1.14 -1.74 -0.27
C 5.712 0.594 2.461 1.47 1.10 -1.46
C 5.480 1.072 3.854 1.37 -0.28 0.99
O 4.116 1.253 3.948 -1.85 0.27 0.39
C 3.513 1.052 2.771 -1.97 -1.30 0.46
O 2.284 0.985 2.698 2.89 0.62 -0.84
O 4.457 0.788 1.826 -1.95 0.64 -0.23
H 6.907 1.011 0.712 0.13 -0.05 -0.07
H 7.794 1.200 2.208 -0.03 0.41 0.10
H 6.592 2.465 1.599 0.06 -0.02 0.57
H 5.846 -0.488 2.438 0.56 0.06 -0.07
H 5.946 2.018 4.131 0.35 -0.13 -0.17
H 5.811 0.257 4.498 -0.13 0.36 0.58
C -3.707 -3.516 2.776 0.08 1.32 -1.49
C -3.653 -4.022 4.071 -0.31 2.65 1.01
C -3.734 -2.843 4.896 -0.78 -2.78 0.27
N -3.925 -1.752 4.110 0.73 -0.71 1.34
C -3.796 -2.112 2.822 -1.18 -0.64 -0.80
H -3.724 -4.091 1.862 0.16 0.06 0.00
H -3.680 -5.079 4.292 0.28 0.24 0.52
H -3.800 -2.841 5.974 0.00 0.39 -0.08
H -4.308 -0.874 4.429 0.50 -0.08 0.00
H -4.045 -1.308 2.146 0.30 -0.54 -0.72
C -1.438 0.364 -1.289 1.28 0.54 0.16
C -2.143 -0.518 -0.489 0.04 -1.81 2.89
C -1.323 -0.924 0.614 -0.06 1.53 -2.08
N -0.117 -0.302 0.383 0.16 0.52 0.54
C -0.166 0.531 -0.701 -1.28 -0.72 -0.72
H -1.848 0.833 -2.171 0.27 0.09 0.00
H -3.149 -0.903 -0.561 -0.07 0.39 -0.44
H -1.516 -1.336 1.593 -0.08 -0.47 -0.39
H 0.672 -0.340 1.013 -0.12 0.14 0.05
H 0.675 1.138 -1.003 -0.02 -0.26 0.10
C -1.227 5.153 -2.703 1.24 -1.30 -0.35
C -0.926 3.775 -3.005 -2.01 -0.22 -2.26
C -1.353 3.582 -4.369 1.70 -0.52 1.57
N -1.612 4.788 -4.903 -0.48 1.30 1.08
C -1.561 5.719 -3.891 -0.54 1.36 -0.59
H -1.063 5.655 -1.761 -0.12 0.04 -0.12
H -0.669 2.958 -2.346 -0.07 0.16 0.07
H -1.421 2.730 -5.030 0.23 -0.20 0.46
H -1.924 5.041 -5.829 0.04 -0.50 0.22
H -1.805 6.749 -4.105 0.03 -0.05 0.02

***

70
Properties=species:S:1:pos:R:3:forces:R:3 method="wB97M-V/def2-TZVPD" total_charge=+3 e_lumo_ev=-10.10 largest_force_ha_per_bohr=0.016 total_energy_ev=-82176.4919 relative_energy_kcal_mol=14.4
Zr 0.482 -0.053 -0.289 0.62 0.53 0.12
O -1.874 -3.735 3.294 -0.02 0.12 0.01
C -2.223 -2.483 3.572 0.04 -0.13 0.06
O -2.504 -2.116 4.671 0.00 -0.01 0.02
C -2.208 -1.478 2.451 -0.08 0.17 -0.05
C -2.837 -0.223 2.519 0.08 0.00 -0.04
Cl -3.806 0.402 3.730 0.03 -0.05 -0.05
N -2.523 0.483 1.409 0.22 -0.02 0.00
N -1.623 -0.216 0.646 -0.46 -0.17 -0.04
C -1.518 -1.424 1.254 -0.17 -0.08 0.02
C -0.735 -2.449 0.522 0.04 -0.14 -0.03
O -0.652 -3.603 0.820 -0.01 0.08 -0.14
O -0.100 -1.905 -0.548 -0.04 -0.23 0.42
C -3.329 1.529 0.812 0.05 -0.06 0.00
C -4.710 1.426 0.884 -0.05 0.07 -0.10
C -5.483 2.415 0.293 0.01 0.00 0.00
C -4.888 3.477 -0.373 0.05 -0.03 0.03
C -3.504 3.539 -0.472 -0.04 -0.06 0.02
C -2.722 2.558 0.120 0.07 0.11 -0.03
H -1.647 -3.870 2.358 0.01 -0.05 0.01
H -5.195 0.593 1.372 0.03 -0.01 0.03
H -6.560 2.346 0.352 -0.03 0.01 0.00
H -5.501 4.248 -0.818 -0.01 0.02 -0.02
H -3.038 4.363 -0.997 0.02 0.03 -0.02
H -1.646 2.598 0.037 -0.20 -0.04 0.06
C 2.398 -2.862 4.264 -0.01 0.02 0.00
N 2.480 -3.259 2.866 -0.13 -0.02 -0.31
C 2.969 -4.601 2.499 0.06 -0.06 0.01
C 2.706 -4.663 0.986 0.07 -0.12 -0.03
N 2.435 -3.251 0.666 -0.12 0.10 -0.03
C 2.190 -2.571 1.787 -0.11 0.01 0.25
S 1.613 -0.928 1.889 0.02 0.27 -0.16
H 1.598 -3.420 4.751 0.02 0.01 0.03
H 2.203 -1.797 4.340 -0.01 0.02 0.02
H 3.347 -3.090 4.747 -0.02 0.01 0.03
H 2.420 -5.354 3.062 0.03 -0.01 -0.02
H 4.029 -4.674 2.748 -0.03 0.00 -0.01
H 1.837 -5.270 0.733 0.02 0.00 0.04
H 3.571 -5.019 0.431 -0.03 -0.02 0.01
H 1.986 -2.984 -0.196 0.07 -0.02 0.01
O 2.172 -0.603 -1.336 -0.06 -0.23 -0.24
S 3.162 -0.223 -2.463 0.05 0.05 0.01
C 3.440 1.572 -2.140 -0.02 0.01 -0.06
C 2.467 2.093 -1.127 -0.02 -0.03 0.10
C 2.557 1.678 0.208 0.18 0.05 0.08
C 1.608 2.092 1.147 0.01 -0.02 0.11
C 0.576 2.951 0.764 0.02 -0.13 -0.01
C 0.518 3.408 -0.552 0.01 -0.02 0.00
C 1.457 2.986 -1.486 -0.09 -0.10 0.02
C 2.096 -0.224 -3.935 0.05 -0.05 0.00
C 0.842 0.567 -3.757 -0.08 0.04 0.07
C -0.191 0.079 -2.927 -0.01 -0.12 -0.12
C -1.346 0.834 -2.726 -0.12 0.04 -0.01
C -1.494 2.066 -3.368 0.03 -0.11 0.09
C -0.514 2.504 -4.241 0.01 -0.01 0.01
C 0.659 1.768 -4.422 -0.04 -0.02 0.04
H 3.359 2.077 -3.103 0.03 0.05 0.02
H 4.471 1.637 -1.792 0.01 -0.02 0.01
H 3.374 1.042 0.533 -0.05 0.05 -0.05
H 1.711 1.792 2.185 0.01 0.05 -0.06
H -0.149 3.286 1.495 0.04 0.02 0.01
H -0.250 4.110 -0.849 0.00 0.01 -0.01
H 1.404 3.359 -2.498 0.01 0.01 0.00
H 1.919 -1.291 -4.097 -0.02 0.02 -0.03
H 2.732 0.135 -4.747 -0.01 0.01 -0.02
H -0.194 -0.979 -2.659 0.03 0.11 0.01
H -2.171 0.429 -2.147 0.04 0.01 -0.03
H -2.406 2.632 -3.236 -0.03 0.03 0.00
H -0.659 3.419 -4.799 0.00 0.03 -0.02
H 1.410 2.127 -5.115 0.03 0.01 -0.03

***

14
Properties=species:S:1:pos:R:3:forces:R:3 method="wB97M-V/def2-TZVPD" e_lumo_ev=1.11 largest_force_ha_per_bohr=0.008 total_energy_ev=-8731.1553 relative_energy_kcal_mol=12.1 smiles=CNc1cc[nH]n1
C 2.208 0.200 0.278 0.21 -0.02 0.22
N 1.235 0.100 -0.794 -0.07 0.12 -0.07
C -0.110 -0.003 -0.453 0.06 -0.04 -0.03
C -0.701 -0.768 0.591 0.00 0.18 -0.07
C -2.042 -0.482 0.479 0.02 0.12 -0.10
N -2.186 0.363 -0.567 -0.23 -0.31 0.10
N -1.011 0.652 -1.168 0.06 -0.08 0.29
H 1.855 -0.334 1.157 0.01 -0.06 0.00
H 3.158 -0.240 -0.022 -0.01 -0.07 -0.04
H 2.410 1.233 0.582 -0.12 0.03 0.02
H 1.330 0.870 -1.440 0.06 -0.11 -0.22
H -0.218 -1.438 1.292 -0.16 0.28 -0.12
H -2.881 -0.764 1.094 0.00 -0.14 -0.13
H -3.045 0.611 -1.030 0.16 0.08 0.16